This record from OMol25 describes C22H31N3O2 in the gas phase. The level of theory is ωB97M-V/def2-TZVPD.

## Properties
- Strongest force on any atom: 0.9 eV/A
- LUMO energy: 0.81 eV
- M: 369.5 g/mol
- Highest occupied orbital energy: -0.300 hartree

Bonds (Å) are listed after each position.
Cartesian coordinates (Å):
1 C 0.34233 5.38768 -0.02470  C2 1.522, H28 1.087, H29 1.086, H30 1.088
2 C 1.58707 4.53212 0.16258  C1 1.522, O3 1.427, H31 1.095, H32 1.092
3 O 1.38086 3.20271 -0.31304  C2 1.427, C4 1.339
4 C 0.76205 2.35090 0.51355  O3 1.339, O5 1.204, C6 1.524
5 O 0.41395 2.64705 1.62737  C4 1.204
6 C 0.61245 0.97380 -0.12131  C4 1.524, C7 1.543, C16 1.534, C27 1.537
7 C 2.02488 0.36671 -0.24965  C6 1.543, C8 1.527, H33 1.093, H34 1.093
8 C 2.78815 0.26480 1.06846  C7 1.527, C9 1.535, H35 1.090, H36 1.092
9 C 4.17331 -0.36313 0.86332  C8 1.535, C10 1.502, H37 1.093, H38 1.092
10 C 4.06006 -1.78080 0.37879  C9 1.502, C11 1.389, C15 1.390
11 C 4.31358 -2.11027 -0.94613  C10 1.389, C12 1.384, H39 1.081
12 C 4.16996 -3.41304 -1.39140  C11 1.384, C13 1.384, H40 1.081
13 C 3.76753 -4.40583 -0.51532  C12 1.384, C14 1.385, H41 1.080
14 C 3.51421 -4.08906 0.80884  C13 1.385, C15 1.383, H42 1.080
15 C 3.66034 -2.78689 1.25063  C10 1.390, C14 1.383, H43 1.081
16 C -0.30269 0.09949 0.74469  C6 1.534, C17 1.536, H44 1.089, H45 1.092
17 C -1.76017 0.58105 0.69127  C16 1.536, N18 1.450, H46 1.092, H47 1.093
18 N -2.30093 0.71195 -0.64739  C17 1.450, C19 1.456, C26 1.447
19 C -2.61824 -0.55944 -1.28317  N18 1.456, C20 1.492, H48 1.096, H49 1.102
20 C -3.71402 -1.25286 -0.54478  C19 1.492, C21 1.404, C25 1.380
21 C -3.68263 -2.51498 0.06933  C20 1.404, N22 1.320, H50 1.072
22 N -4.83881 -2.79597 0.64060  C21 1.320, N23 1.328
23 N -5.62197 -1.74674 0.42007  N22 1.328, C24 1.434, C25 1.347
24 C -6.96628 -1.72217 0.91800  N23 1.434, H51 1.092, H52 1.088, H53 1.092
25 C -4.99033 -0.79220 -0.29065  C20 1.380, N23 1.347, H54 1.071
26 C -1.45733 1.57683 -1.44320  N18 1.447, C27 1.534, H55 1.094, H56 1.095
27 C 0.00157 1.11014 -1.52551  C6 1.537, C26 1.534, H57 1.090, H58 1.092
28 H -0.46974 4.99703 0.58372  C1 1.087
29 H 0.55100 6.40869 0.28165  C1 1.086
30 H 0.03677 5.38411 -1.06853  C1 1.088
31 H 1.86127 4.49191 1.22209  C2 1.095
32 H 2.42296 4.91793 -0.42492  C2 1.092
33 H 2.59810 0.98325 -0.94664  C7 1.093
34 H 1.93215 -0.63210 -0.68371  C7 1.093
35 H 2.22581 -0.34694 1.77459  C8 1.090
36 H 2.90633 1.25804 1.50662  C8 1.092
37 H 4.71042 -0.34502 1.81461  C9 1.093
38 H 4.73741 0.23253 0.14272  C9 1.092
39 H 4.62748 -1.33936 -1.63605  C11 1.081
40 H 4.37172 -3.65304 -2.42547  C12 1.081
41 H 3.65354 -5.42251 -0.86172  C13 1.080
42 H 3.20269 -4.85988 1.49885  C14 1.080
43 H 3.46517 -2.54582 2.28611  C15 1.081
44 H 0.02453 0.13635 1.78319  C16 1.089
45 H -0.23742 -0.93384 0.39824  C16 1.092
46 H -2.39357 -0.10963 1.25189  C17 1.092
47 H -1.82427 1.56342 1.16705  C17 1.093
48 H -2.95266 -0.33471 -2.30205  C19 1.096
49 H -1.75630 -1.24258 -1.35334  C19 1.102
50 H -2.87353 -3.21729 0.11038  C21 1.072
51 H -7.68053 -1.62964 0.09735  C24 1.092
52 H -7.14015 -2.65825 1.44456  C24 1.088
53 H -7.10712 -0.88679 1.60671  C24 1.092
54 H -5.46525 0.12962 -0.55687  C25 1.071
55 H -1.88185 1.65263 -2.44810  C26 1.094
56 H -1.49172 2.57133 -0.98503  C26 1.095
57 H 0.58198 1.81974 -2.11569  C27 1.090
58 H 0.04588 0.13896 -2.02344  C27 1.092

Löwdin atomic charge list, values in e, 2 entries: number 1, C, carries -0.060; number 2, C, carries -0.209



This record from OMol25 describes C22H31N3O3 in the gas phase. The level of theory is ωB97M-V/def2-TZVPD.

## Properties
- Strongest force on any atom: 0.8 eV/A
- LUMO energy: 0.72 eV
- M: 385.5 g/mol
- Highest occupied orbital energy: -0.316 hartree

Bonds (Å) are listed after each position.
Cartesian coordinates (Å):
1 C -1.63830 2.88658 2.53706  C2 1.522, H29 1.087, H30 1.086, H31 1.088
2 C -2.39559 1.57857 2.35900  C1 1.522, O3 1.425, H32 1.095, H33 1.092
3 O -1.91786 0.84441 1.23436  C2 1.425, C4 1.349
4 C -0.81209 0.09630 1.42727  O3 1.349, O5 1.211, C6 1.464
5 O -0.24533 0.03570 2.49568  C4 1.211
6 C -0.39629 -0.57395 0.19359  C4 1.464, C7 1.352, C20 1.520
7 C 0.90079 -0.82858 -0.09216  C6 1.352, C8 1.510, N16 1.377
8 C 2.08545 -0.62014 0.82099  C7 1.510, N9 1.447, H34 1.096, H35 1.090
9 N 2.98759 0.43412 0.40959  C8 1.447, C10 1.454, H36 1.015
10 C 2.52813 1.80422 0.57054  N9 1.454, C11 1.533, C15 1.535, H37 1.096
11 C 3.76109 2.70447 0.70464  C10 1.533, C12 1.525, H38 1.090, H39 1.092
12 C 3.35786 4.15565 0.94222  C11 1.525, C13 1.525, H40 1.092, H41 1.092
13 C 2.47987 4.65776 -0.19945  C12 1.525, C14 1.525, H42 1.092, H43 1.092
14 C 1.24626 3.77285 -0.34179  C13 1.525, C15 1.526, H44 1.092, H45 1.092
15 C 1.64480 2.31845 -0.57524  C10 1.535, C14 1.526, H46 1.092, H47 1.094
16 N 1.22828 -1.20881 -1.37441  C7 1.377, C17 1.393, H48 1.011
17 C 0.45857 -0.83937 -2.47519  N16 1.393, O18 1.211, N19 1.353
18 O 0.93391 -0.79074 -3.58792  C17 1.211
19 N -0.81179 -0.49855 -2.15834  C17 1.353, C20 1.450, H49 1.008
20 C -1.41257 -0.87903 -0.89509  C6 1.520, N19 1.450, C21 1.528, H50 1.093
21 C -1.80997 -2.35339 -0.84893  C20 1.528, C22 1.390, C27 1.398
22 C -1.31740 -3.23651 -1.80257  C21 1.390, C23 1.386, H51 1.079
23 C -1.63365 -4.58610 -1.79676  C22 1.386, C24 1.498, C25 1.388
24 C -1.08755 -5.51090 -2.84132  C23 1.498, H52 1.089, H53 1.090, H54 1.087
25 C -2.47683 -5.05985 -0.80179  C23 1.388, C26 1.380, H55 1.080
26 C -2.98057 -4.19322 0.14633  C25 1.380, C27 1.390, H56 1.081
27 C -2.66346 -2.83965 0.14577  C21 1.398, C26 1.390, C28 1.498
28 C -3.24025 -1.97004 1.22037  C27 1.498, H57 1.090, H58 1.088, H59 1.088
29 H -0.59499 2.67983 2.76260  C1 1.087
30 H -2.07069 3.44981 3.35907  C1 1.086
31 H -1.69661 3.48068 1.62785  C1 1.088
32 H -2.29426 0.95944 3.25659  C2 1.095
33 H -3.45205 1.76157 2.15033  C2 1.092
34 H 2.65813 -1.55451 0.85044  C8 1.096
35 H 1.73530 -0.40094 1.82915  C8 1.090
36 H 3.33031 0.29275 -0.53546  N9 1.015
37 H 1.95977 1.84130 1.50636  C10 1.096
38 H 4.37669 2.33923 1.52732  C11 1.090
39 H 4.35144 2.63395 -0.21178  C11 1.092
40 H 4.25114 4.77758 1.02834  C12 1.092
41 H 2.80675 4.22902 1.88259  C12 1.092
42 H 2.17729 5.69030 -0.01280  C13 1.092
43 H 3.04973 4.63886 -1.13125  C13 1.092
44 H 0.62847 4.12174 -1.17233  C14 1.092
45 H 0.64979 3.83805 0.57104  C14 1.092
46 H 0.74508 1.70571 -0.66230  C15 1.092
47 H 2.19794 2.23809 -1.51607  C15 1.094
48 H 2.19921 -1.40169 -1.58197  N16 1.011
49 H -1.41973 -0.29428 -2.93588  N19 1.008
50 H -2.29954 -0.25646 -0.75046  C20 1.093
51 H -0.66955 -2.87742 -2.58783  C22 1.079
52 H -0.56416 -6.34430 -2.37488  C24 1.089
53 H -1.89803 -5.92276 -3.44196  C24 1.090
54 H -0.39815 -4.99066 -3.50121  C24 1.087
55 H -2.74115 -6.10693 -0.77331  C25 1.080
56 H -3.64050 -4.57342 0.91312  C26 1.081
57 H -2.47755 -1.73594 1.96266  C28 1.090
58 H -3.61981 -1.03254 0.81999  C28 1.088
59 H -4.05336 -2.48631 1.72559  C28 1.088

Löwdin atomic charge list, values in e, 2 entries: number 1, C, carries -0.058; number 2, C, carries -0.214



This record from OMol25 describes C22H31N3O4 in the gas phase in a non-equilibrium geometry. The level of theory is ωB97M-V/def2-TZVPD.

## Properties
- Strongest force on any atom: 1.0 eV/A
- LUMO energy: 0.61 eV
- M: 401.5 g/mol
- Highest occupied orbital energy: -0.330 hartree

Bonds (Å) are listed after each position.
Cartesian coordinates (Å):
1 O 1.30134 3.72417 2.80011  C2 1.206
2 C 1.62153 3.26681 1.73122  O1 1.206, C3 1.517, N29 1.359
3 C 2.95773 2.65942 1.34641  C2 1.517, C4 1.527, H30 1.088, H31 1.091
4 C 2.87441 2.46187 -0.16570  C3 1.527, C5 1.538, H32 1.088, H33 1.090
5 C 1.36802 2.46966 -0.47614  C4 1.538, C6 1.541, N29 1.448, H34 1.092
6 C 0.78299 1.04549 -0.41791  C5 1.541, O7 1.220, N8 1.351
7 O 1.40529 0.17697 0.17165  C6 1.220
8 N -0.43561 0.84032 -0.96450  C6 1.351, C9 1.455, C15 1.492
9 C -1.11238 1.87641 -1.73019  N8 1.455, C10 1.498, H35 1.090, H36 1.089
10 C -0.62965 1.92098 -3.14723  C9 1.498, C11 1.364, O14 1.351
11 C -0.08391 2.92803 -3.88829  C10 1.364, C12 1.417, H37 1.071
12 C 0.18561 2.38050 -5.16713  C11 1.417, C13 1.358, H38 1.070
13 C -0.20995 1.08249 -5.10559  C12 1.358, O14 1.344, H39 1.072
14 O -0.70633 0.79547 -3.89048  C10 1.351, C13 1.344
15 C -1.07577 -0.48971 -0.74953  N8 1.492, C16 1.553, C24 1.537, C28 1.534
16 C -1.28101 -0.52272 0.78965  C15 1.553, O17 1.217, N18 1.340
17 O -2.15963 0.16452 1.27711  C16 1.217
18 N -0.46974 -1.31220 1.50578  C16 1.340, C19 1.450, H40 1.009
19 C -0.42645 -1.24549 2.95334  N18 1.450, C20 1.545, C23 1.538, H41 1.092
20 C 0.77315 -0.39926 3.43547  C19 1.545, C21 1.529, H42 1.091, H43 1.088
21 C 1.53362 -1.28239 4.42497  C20 1.529, C22 1.526, H44 1.091, H45 1.089
22 C 1.26501 -2.69691 3.92032  C21 1.526, C23 1.527, H46 1.089, H47 1.091
23 C -0.21624 -2.64628 3.55323  C19 1.538, C22 1.527, H48 1.089, H49 1.090
24 C -0.20264 -1.58382 -1.38337  C15 1.537, C25 1.527, H50 1.094, H51 1.089
25 C -0.79012 -2.98259 -1.21356  C24 1.527, C26 1.523, H52 1.091, H53 1.092
26 C -2.18931 -3.04878 -1.81013  C25 1.523, C27 1.522, H54 1.091, H55 1.093
27 C -3.06094 -1.98494 -1.15795  C26 1.522, C28 1.529, H56 1.092, H57 1.092
28 C -2.47500 -0.58915 -1.37140  C15 1.534, C27 1.529, H58 1.092, H59 1.091
29 N 0.82284 3.22449 0.63292  C2 1.359, C5 1.448, H60 1.008
30 H 3.78057 3.29965 1.65763  C3 1.088
31 H 3.04831 1.70703 1.86998  C3 1.091
32 H 3.32930 1.52607 -0.48311  C4 1.088
33 H 3.35642 3.28736 -0.68872  C4 1.090
34 H 1.16697 2.95322 -1.43464  C5 1.092
35 H -0.96413 2.85625 -1.27580  C9 1.090
36 H -2.18313 1.67783 -1.71004  C9 1.089
37 H 0.09173 3.93672 -3.57385  C11 1.071
38 H 0.61479 2.88703 -6.00636  C12 1.070
39 H -0.19303 0.29070 -5.82752  C13 1.072
40 H 0.37060 -1.65329 1.06434  N18 1.009
41 H -1.38003 -0.81100 3.26106  C19 1.092
42 H 1.40312 -0.17082 2.57462  C20 1.091
43 H 0.45714 0.54392 3.87652  C20 1.088
44 H 1.12076 -1.16583 5.42799  C21 1.091
45 H 2.59477 -1.04167 4.46128  C21 1.089
46 H 1.48449 -3.46044 4.66515  C22 1.089
47 H 1.86873 -2.89615 3.03322  C22 1.091
48 H -0.50761 -3.42759 2.85220  C23 1.089
49 H -0.82171 -2.75317 4.45339  C23 1.090
50 H -0.13686 -1.35314 -2.45052  C24 1.094
51 H 0.81018 -1.55354 -0.98452  C24 1.089
52 H -0.84324 -3.24170 -0.15491  C25 1.091
53 H -0.13457 -3.70483 -1.70486  C25 1.092
54 H -2.62102 -4.03857 -1.65126  C26 1.091
55 H -2.13992 -2.87150 -2.88712  C26 1.093
56 H -3.14300 -2.18144 -0.08713  C27 1.092
57 H -4.06733 -2.01107 -1.58052  C27 1.092
58 H -3.14066 0.12586 -0.88428  C28 1.092
59 H -2.42261 -0.38826 -2.44274  C28 1.091
60 H -0.16588 3.39903 0.72743  N29 1.008

Löwdin atomic charge list, values in e, 2 entries: number 1, O, carries 0.069; number 2, C, carries -0.492



This record from OMol25 describes C22H31N3O5 in the gas phase. The level of theory is ωB97M-V/def2-TZVPD.

## Properties
- Strongest force on any atom: 0.6 eV/A
- LUMO energy: 0.70 eV
- M: 417.5 g/mol
- Highest occupied orbital energy: -0.311 hartree

Bonds (Å) are listed after each position.
Cartesian coordinates (Å):
1 C -6.74139 -0.29449 -0.77204  O2 1.406, H31 1.089, H32 1.095, H33 1.095
2 O -5.58162 0.02747 -0.04584  C1 1.406, C3 1.371
3 C -4.42543 -0.65621 -0.32024  O2 1.371, C4 1.388, C28 1.406
4 C -4.31730 -1.62877 -1.30486  C3 1.388, C5 1.385, H34 1.078
5 C -3.10127 -2.23993 -1.56022  C4 1.385, C6 1.379, H35 1.079
6 C -1.98279 -1.89562 -0.83154  C5 1.379, C7 1.389, H36 1.079
7 C -2.06944 -0.94692 0.17904  C6 1.389, C8 1.501, C28 1.395
8 C -0.83974 -0.57062 0.95278  C7 1.501, C9 1.528, H37 1.090, H38 1.091
9 C -0.07026 0.53646 0.23309  C8 1.528, N10 1.452, C14 1.547, H39 1.099
10 N -0.88536 1.73585 0.16549  C9 1.452, C11 1.341, H40 1.011
11 C -0.73196 2.69330 -0.76075  N10 1.341, C12 1.511, O13 1.224
12 C -1.82763 3.73450 -0.75529  C11 1.511, H41 1.087, H42 1.088, H43 1.086
13 O 0.22311 2.73450 -1.52469  C11 1.224
14 C 1.27738 0.80733 0.94189  C9 1.547, O15 1.218, N16 1.336
15 O 1.54067 0.34076 2.03524  C14 1.218
16 N 2.07179 1.56707 0.18209  C14 1.336, C17 1.454, H44 1.023
17 C 3.46763 1.93822 0.34959  N16 1.454, C18 1.536, C27 1.534, H45 1.100
18 C 4.26130 0.97834 1.24877  C17 1.536, C19 1.539, H46 1.090, H47 1.088
19 C 4.74754 -0.23464 0.43529  C18 1.539, N20 1.442, H48 1.089, H49 1.095
20 N 3.85390 -0.47760 -0.66989  C19 1.442, C21 1.354, C26 1.452
21 C 2.80592 -1.33473 -0.65082  N20 1.354, O22 1.220, C23 1.502
22 O 1.99841 -1.38285 -1.56453  C21 1.220
23 C 2.72232 -2.25379 0.53445  C21 1.502, C24 1.498, C25 1.504, H50 1.082
24 C 1.95763 -3.53114 0.36464  C23 1.498, C25 1.495, H51 1.079, H52 1.079
25 C 3.44822 -3.57001 0.47760  C23 1.504, C24 1.495, H53 1.080, H54 1.080
26 C 3.91810 0.55333 -1.68972  N20 1.452, C27 1.538, H55 1.092, H56 1.096
27 C 4.09259 1.94138 -1.05108  C17 1.534, C26 1.538, H57 1.091, H58 1.090
28 C -3.28937 -0.32120 0.43720  C3 1.406, C7 1.395, O29 1.383
29 O -3.29658 0.66152 1.41067  C28 1.383, C30 1.414
30 C -4.33834 0.64608 2.36679  O29 1.414, H59 1.093, H60 1.090, H61 1.092
31 H -7.52085 0.35874 -0.38179  C1 1.089
32 H -7.03587 -1.33787 -0.62052  C1 1.095
33 H -6.61306 -0.10264 -1.84202  C1 1.095
34 H -5.17740 -1.90465 -1.89321  C4 1.078
35 H -3.03678 -2.98350 -2.33961  C5 1.079
36 H -1.02871 -2.35499 -1.03708  C6 1.079
37 H -0.17832 -1.43228 1.03949  C8 1.090
38 H -1.09656 -0.22537 1.95512  C8 1.091
39 H 0.16472 0.21548 -0.79128  C9 1.099
40 H -1.70612 1.73603 0.75569  N10 1.011
41 H -2.79699 3.25594 -0.87294  C12 1.087
42 H -1.81792 4.27307 0.18994  C12 1.088
43 H -1.66551 4.43576 -1.56862  C12 1.086
44 H 1.63430 1.94979 -0.65918  N16 1.023
45 H 3.51119 2.94967 0.77989  C17 1.100
46 H 5.11816 1.50704 1.66714  C18 1.090
47 H 3.62080 0.65867 2.06823  C18 1.088
48 H 4.82603 -1.12221 1.06050  C19 1.089
49 H 5.73727 -0.03276 0.01130  C19 1.095
50 H 2.65344 -1.74648 1.48790  C23 1.082
51 H 1.52201 -3.71156 -0.60644  C24 1.079
52 H 1.36464 -3.89008 1.19212  C24 1.079
53 H 4.01969 -3.79126 -0.41167  C25 1.080
54 H 3.89187 -3.94764 1.38741  C25 1.080
55 H 2.98830 0.49512 -2.25904  C26 1.092
56 H 4.75191 0.34026 -2.36915  C26 1.096
57 H 5.14880 2.19977 -0.96297  C27 1.091
58 H 3.61025 2.69263 -1.67641  C27 1.090
59 H -4.53823 -0.37034 2.71502  C30 1.093
60 H -3.98086 1.25018 3.20096  C30 1.090
61 H -5.25823 1.07787 1.96806  C30 1.092

Löwdin atomic charge list, values in e, 2 entries: number 1, C, carries -0.081; number 2, O, carries -0.103